[1]
C3H4O3 | wB97M-V/def2-TZVPD

The HOMO energy is -9.17 eV. As for the energy above the lowest of the compared OMol25 structures with the same formula, charge and spin: 117.20 kcal per mole. The calculation puts the HOMO-LUMO gap at 9.420 eV. As for the charge: 0.

Structure (XYZ):
```
10
C3H4O3 wB97M-V/def2-TZVPD
O 1.49912 1.44892 0.31783
C 0.25478 0.94366 0.10768
C -0.19280 -0.33456 0.59519
O -0.69674 0.79706 1.20815
C -0.58663 -1.22348 -1.44900
O -1.06736 -1.09907 -0.23464
H 2.06113 0.77441 0.71955
H -0.21472 1.37288 -0.77149
H 0.40184 -1.00022 1.22087
H -1.33965 -1.87538 -1.94273
```

[2]
C25H34AlBrCaCl9FN4O11PS | wB97M-V/def2-TZVPD

The HOMO energy is -8.94 eV. The calculation puts the HOMO-LUMO gap at 2.898 eV. As for the charge: +1.

Structure (XYZ):
```
89
C25H34AlBrCaCl9FN4O11PS wB97M-V/def2-TZVPD
C -5.42032 -1.24122 -1.29347
C -3.96847 -1.69913 -0.95668
C -3.30990 -2.47424 -2.17445
Cl -4.49221 -2.57814 -3.51144
N -2.10163 -1.77579 -2.62880
C -2.23034 -0.47951 -2.85913
O -3.40407 0.04803 -2.59291
N -4.42442 0.54763 -3.69663
O -5.20907 1.07146 -3.07632
C -1.16389 0.31125 -3.25389
S -1.41900 2.04118 -3.52607
C 0.03526 -0.29965 -3.43494
C 1.22689 0.47839 -3.90651
O 1.21085 0.92579 -5.02511
O 2.29887 0.61636 -3.08150
C 2.24632 1.60548 -2.02848
C 2.49863 0.83228 -0.73091
C 1.91779 1.47635 0.50557
F 3.87552 0.66096 -0.61434
C 0.16594 -1.67014 -3.20414
C 1.57121 -2.18142 -3.47449
C 2.32329 -2.73910 -2.23546
C 3.17313 -3.90452 -2.62880
N 2.67352 -5.20126 -2.71253
O 4.36331 -3.66756 -2.85175
C -0.89976 -2.38961 -2.79968
P -0.53732 -4.24533 -2.61108
O -1.68787 -4.93460 -3.50887
Cl -0.97323 -4.72781 -0.68764
H -5.81163 -0.63006 -0.46735
H -5.46666 -0.59795 -2.16426
H -6.08855 -2.05756 -1.40817
H -3.32198 -0.85905 -0.77006
H -4.03604 -2.41381 0.11725
H -3.11627 -3.49871 -1.92959
H -1.66733 2.04970 -4.84938
H 3.01927 2.35360 -2.13984
H 1.28711 2.09756 -1.94338
H 2.02654 -0.13822 -0.88738
H 0.90826 1.10092 0.61751
H 1.94229 2.54795 0.44069
H 2.51005 1.16368 1.35272
H 1.50903 -2.96983 -4.21367
H 2.18840 -1.40909 -3.91558
H 3.08452 -2.05230 -1.83346
H 1.65815 -3.00999 -1.42816
H 3.45376 -5.83484 -2.57587
H 2.30785 -5.36386 -3.64422
H -2.24639 -5.52320 -2.97500
N -1.07488 -2.89717 4.79878
C -0.42013 -2.95506 3.64662
C 0.67001 -2.15667 3.33832
C 1.10336 -1.24103 4.28588
C 0.43140 -1.15879 5.49165
C -0.65173 -2.01223 5.69500
H -0.79426 -3.68750 2.93370
H 1.16916 -2.25231 2.38101
H 1.95384 -0.60060 4.08609
H 0.73385 -0.45923 6.25475
H -1.20863 -1.99018 6.62474
Cl -2.67851 -2.43610 0.84972
C 4.97117 4.68471 2.48310
C 4.54317 4.41060 3.92157
C 3.09993 3.96571 3.73670
O 3.02852 3.32693 2.45241
C 4.23469 3.58923 1.72597
H 6.04853 4.65373 2.33098
H 4.61061 5.66590 2.16812
H 5.13774 3.59405 4.33716
H 4.64020 5.27041 4.58097
H 2.41794 4.82101 3.72869
H 2.77100 3.26822 4.50658
H 4.82284 2.66412 1.69532
H 3.98793 3.87752 0.70157
O -2.85254 2.98766 -0.90770
Cl -2.01977 4.16609 -1.37343
O -0.73296 3.66340 -1.70624
O -1.95826 5.09280 -0.30712
O -2.67154 4.71742 -2.50953
Al 4.77566 -1.26723 -2.52116
Br -7.18735 2.58595 -2.74851
C -2.08436 2.01341 6.03955
Cl -2.96448 3.49401 6.42922
Cl -1.54572 2.03687 4.36710
Cl -0.70981 1.79169 7.12356
H -2.75453 1.17269 6.16389
Cl -5.26422 -3.98321 -0.78508
Cl -3.12438 -0.15425 4.02360
Ca -4.93289 2.37633 -0.82592
```

[3]
C32H31N10O4Pt | wB97M-V/def2-TZVPD

The HOMO energy (alpha / beta) is -15.76 / -16.44 eV. Its spin multiplicity is 5. As for the energy above the lowest of the compared OMol25 structures with the same formula, charge and spin: 5.37 kcal per mole. The calculation puts the HOMO-LUMO gap (alpha / beta) at 7.619 / 6.328 eV. The expectation value of S² is 6.0418. As for the charge: +3.

Structure (XYZ):
```
78
C32H31N10O4Pt wB97M-V/def2-TZVPD
Pt 0.12555 -0.29610 0.33964
C 1.81734 1.64502 4.02426
C 2.99387 2.20721 3.55652
C 3.27876 2.15664 2.20088
C 2.39386 1.52619 1.34264
N 1.26891 0.95485 1.81440
C 0.98217 1.01821 3.12182
C 2.56952 1.51587 -0.14083
C 3.69145 2.03361 -0.76324
C 3.75438 2.04194 -2.14826
C 2.69182 1.53514 -2.87673
C 1.61202 1.01374 -2.19185
N 1.54689 1.00764 -0.85451
H 1.54877 1.68166 5.07027
H 3.67922 2.69511 4.23666
H 4.17549 2.62269 1.82335
H 0.06245 0.54664 3.43800
H 4.51165 2.43165 -0.18624
H 4.62395 2.44602 -2.64857
H 2.69613 1.53665 -3.95710
H 0.76848 0.58383 -2.71325
N -1.14229 1.83722 0.61009
N -2.31150 1.89099 -0.15287
C -2.78040 0.76312 -0.73387
N -3.94205 0.82224 -1.35232
N -1.98873 -0.30990 -0.55937
N -2.46775 -1.54874 -1.01831
O -1.81892 -2.49670 -0.65961
O -3.45127 -1.60442 -1.72402
H -1.33190 2.13034 1.56622
H -0.43003 2.44145 0.20428
H -2.82593 2.75998 -0.22410
H -4.47030 1.68070 -1.38503
H -4.28263 0.00208 -1.83952
N -2.68907 -5.01813 5.54896
C -2.27223 -4.24077 4.81694
C -1.74511 -3.26978 3.89462
C -0.37571 -3.15656 3.69140
C 0.08719 -2.22921 2.78146
N -0.73527 -1.42255 2.08887
C -2.05569 -1.53204 2.30169
C -2.60149 -2.42878 3.19344
H 0.31872 -3.78393 4.23174
H 1.14596 -2.11696 2.59415
H -2.68855 -0.85738 1.74446
H -3.67108 -2.47481 3.34014
C -2.32270 -5.29917 -6.24103
C -0.92159 -4.96283 -5.81054
C 0.13100 -5.08906 -6.72680
C 1.46657 -4.81835 -6.38741
C 1.77153 -4.44354 -5.11422
C 0.72167 -4.32749 -4.15428
N 1.00897 -3.93484 -2.88918
C 2.23470 -4.06969 -2.21200
C 3.08687 -5.11737 -2.54027
C 4.29316 -5.27923 -1.87365
C 4.65102 -4.41773 -0.84914
C 3.77849 -3.40813 -0.47831
C 2.56940 -3.21711 -1.14237
C 1.70756 -2.13590 -0.64961
O 1.92193 -1.59313 0.48119
O 0.70720 -1.68364 -1.30489
C -0.64754 -4.56880 -4.51008
C -1.76641 -4.49381 -3.50989
H -2.37128 -5.46330 -7.31467
H -3.02263 -4.50272 -5.99006
H -2.67222 -6.20797 -5.74768
H -0.10042 -5.39674 -7.73886
H 2.24021 -4.88768 -7.13878
H 2.78032 -4.17400 -4.84004
H 0.27118 -3.45425 -2.38252
H 2.78622 -5.83894 -3.28637
H 4.94181 -6.10056 -2.14616
H 5.58694 -4.54705 -0.32465
H 4.02875 -2.74874 0.34101
H -1.47034 -4.18579 -2.51183
H -2.23380 -5.47521 -3.40804
H -2.54511 -3.81201 -3.85285
```

[4]
C7H7NO2 | wB97M-V/def2-TZVPD

The HOMO energy is -8.01 eV. As for the energy above the lowest of the compared OMol25 structures with the same formula, charge and spin: 87.14 kcal per mole. The SMILES is Nc1ccoc1.C#CC=O. The calculation puts the HOMO-LUMO gap at 8.054 eV. As for the charge: 0.

Structure (XYZ):
```
17
C7H7NO2 wB97M-V/def2-TZVPD
N -3.57155 0.29298 0.62463
C -2.26889 0.12866 0.12398
C -1.43060 1.19205 -0.36689
C -0.30401 0.59360 -0.82200
O -0.36795 -0.74601 -0.66447
C -1.57400 -1.01537 -0.07766
H -3.65512 1.10822 1.22754
H -3.89672 -0.52467 1.12679
H -1.65703 2.25325 -0.38190
H 0.60762 0.97364 -1.27935
H -1.78847 -2.04604 0.12536
C 3.19410 1.65429 0.20254
C 2.80690 0.51270 0.37796
C 2.34556 -0.83962 0.62219
O 1.97828 -1.58849 -0.24608
H 3.55077 2.64218 0.03652
H 2.34278 -1.13930 1.69635
```

[5]
C5H8HgN2O5S | wB97M-V/def2-TZVPD

The HOMO energy is -18.13 eV. As for the energy above the lowest of the compared OMol25 structures with the same formula, charge and spin: 0.00 kcal per mole. The calculation puts the HOMO-LUMO gap at 5.846 eV. As for the charge: +2.

Structure (XYZ):
```
22
C5H8HgN2O5S wB97M-V/def2-TZVPD
C 0.83742 -1.29276 0.77557
N 0.56357 -1.24735 -0.60434
C -0.66907 -1.90444 -1.01664
C 0.85369 0.03218 -1.25923
O 1.95032 0.23508 -1.63873
C -0.13701 1.19357 -1.46559
O -1.49898 0.93548 -1.01646
S -2.01412 1.52344 0.34257
O -2.28978 0.24552 1.08113
O -0.74038 2.24658 1.16502
O 0.23879 1.28142 1.64578
C 1.40666 1.86404 1.55537
N 2.45806 2.24584 1.29570
H 1.55729 -0.54259 1.06043
H 1.30637 -2.24027 1.01680
H -0.14241 -1.23197 1.40707
H -1.56160 -1.43177 -0.61679
H -0.74567 -1.99329 -2.08634
H -0.66847 -2.91391 -0.63265
H 0.32681 2.08809 -1.07186
H -0.19944 1.34893 -2.53012
Hg -0.83206 -0.44182 2.59332
```

[6]
C5H6N2O2S | wB97M-V/def2-TZVPD

The HOMO energy is -9.09 eV. As for the energy above the lowest of the compared OMol25 structures with the same formula, charge and spin: 65.92 kcal per mole. The SMILES is Cc1sc(N)nc1C(=O)O. The calculation puts the HOMO-LUMO gap at 9.392 eV. As for the charge: 0.

Structure (XYZ):
```
16
C5H6N2O2S wB97M-V/def2-TZVPD
C -0.81919 2.25475 0.06121
C -0.08473 1.00663 -0.01557
S 1.76421 0.95640 -0.00256
C 1.61923 -0.76018 -0.21824
N 2.81211 -1.56641 -0.34153
N 0.51172 -1.31154 -0.24969
C -0.47801 -0.23781 -0.34687
C -1.94922 -0.65093 -0.13748
O -2.77822 -0.28691 -0.96630
O -2.18566 -1.67707 0.69799
H -1.98769 2.08973 -0.17895
H -0.43949 3.14766 -0.37931
H -1.02563 2.48897 0.99744
H 2.47073 -2.53358 -0.25144
H 3.68523 -1.18995 0.10497
H -1.11538 -1.72974 1.22633
```